{"formula": "C2HInO3", "method": "wB97M-V/def2-TZVPD", "homo_energy_ev": -22.960, "fmax_ha_per_bohr": 0.07279, "charge": 2, "gap_ha": 0.344, "spin_multiplicity": 1, "symbols": ["C", "O", "C", "O", "O", "In", "H"], "positions_angstrom": [[-3.50693, -1.89191, -1.68195], [-4.61353, -2.01281, -1.79820], [0.27562, -1.65588, 0.22389], [-0.82431, -1.12069, 0.54487], [0.54886, -1.86285, -0.99119], [-1.30097, -1.29063, -1.38048], [0.87640, -2.14814, 1.02248]]}